{
  "formula": "C8H25B2NO2PS",
  "method": "ωB97M-V/def2-TZVPD",
  "largest_force_ev_per_a": 1.05,
  "total_charge": -1,
  "de_lowest_kj_mol": 14.9,
  "gap_ev": 6.66,
  "species": ["C", "B", "O", "B", "C", "C", "C", "N", "P", "S", "H", "H", "H", "H", "H", "H", "H", "H", "H", "H", "H", "H", "H", "H", "H", "C", "C", "O", "C", "C", "H", "H", "H", "H", "H", "H", "H", "H", "H", "H"],
  "positions_angstrom": [[-1.457, 2.823, 2.551], [-1.585, 3.235, 1.026], [-2.676, 4.073, 0.729], [-0.494, 2.692, -0.150], [0.029, 1.136, 0.064], [1.388, 0.782, -0.560], [2.499, 1.752, -0.203], [2.510, 2.048, 1.239], [-1.262, 2.949, -1.908], [-1.081, 4.795, -2.689], [-2.057, 3.440, 3.221], [-1.774, 1.780, 2.661], [-0.417, 2.839, 2.881], [-2.386, 4.896, 0.333], [0.437, 3.484, -0.124], [-0.702, 0.466, -0.408], [0.057, 0.837, 1.113], [1.688, -0.214, -0.209], [1.295, 0.689, -1.645], [3.476, 1.373, -0.508], [2.343, 2.666, -0.780], [1.980, 2.894, 1.405], [3.455, 2.200, 1.562], [-2.626, 2.602, -1.932], [-0.720, 2.031, -2.831], [-0.327, -5.401, -1.392], [0.546, -4.156, -1.402], [-0.152, -2.954, -1.163], [-0.824, -2.857, 0.080], [0.088, -2.977, 1.289], [-1.129, -5.310, -2.126], [0.273, -6.279, -1.636], [-0.784, -5.572, -0.416], [0.990, -4.030, -2.391], [1.377, -4.269, -0.695], [-1.639, -3.591, 0.130], [-1.285, -1.870, 0.083], [0.573, -3.953, 1.347], [-0.491, -2.838, 2.203], [0.864, -2.212, 1.251]],
  "forces_ev_per_a": [[-0.137, -0.206, -0.008], [-0.073, 0.079, -0.235], [0.043, 0.261, 0.921], [0.294, -0.499, 0.365], [-0.137, 0.195, -0.558], [-0.033, -0.495, 0.309], [-0.149, 0.445, -0.174], [0.233, -0.214, -0.029], [0.499, 0.922, 0.088], [-0.148, -0.048, 0.007], [-0.083, 0.036, 0.048], [-0.041, -0.080, 0.074], [0.102, -0.013, -0.031], [-0.067, -0.102, -0.832], [-0.062, 0.100, -0.085], [-0.096, -0.140, 0.090], [-0.023, 0.178, 0.168], [0.003, -0.081, -0.015], [0.076, 0.193, -0.110], [0.034, -0.210, 0.071], [0.038, 0.091, -0.028], [-0.092, -0.051, 0.073], [0.000, 0.145, -0.007], [-0.002, -0.321, -0.056], [-0.194, -0.238, -0.029], [-0.066, 0.036, 0.028], [0.084, -0.036, 0.012], [-0.057, 0.058, -0.080], [-0.065, 0.030, 0.107], [0.106, -0.045, -0.063], [-0.003, -0.005, -0.012], [0.011, 0.003, -0.024], [0.041, -0.018, 0.017], [0.004, 0.015, -0.003], [-0.029, -0.017, 0.023], [0.039, -0.032, 0.031], [0.025, 0.023, -0.093], [-0.047, -0.020, 0.028], [-0.012, 0.032, 0.000], [-0.019, 0.030, 0.013]],
  "lowdin_charge": [-0.0424, -0.5001, 0.0297, -0.6969, -0.2430, -0.2503, -0.3109, 0.0041, 0.3517, -0.1045, 0.0440, 0.0560, 0.0510, 0.0694, 0.0634, 0.0701, 0.0716, 0.0850, 0.0972, 0.0979, 0.0927, 0.0505, 0.0455, -0.0519, -0.0621, -0.0854, -0.2904, -0.1556, -0.2757, -0.0747, 0.0784, 0.0715, 0.0627, 0.1170, 0.1063, 0.1051, 0.1093, 0.0619, 0.0769, 0.0750]
}